No. 1
Formula: C16H30Cl8N3O3P
Source: OMol25
Level of theory: ωB97M-V with the def2-TZVPD basis set

Structure (XYZ):
```
61
Properties=species:S:1:pos:R:3
C 5.7832 0.2512 -4.4303
H 0.1753 -3.8096 7.6078
N -2.4573 -2.6820 -3.1715
C -4.9703 0.8897 1.3794
H 1.7752 -0.1857 0.1162
H 5.0605 2.2881 0.3317
Cl 5.7596 4.4041 -0.4490
C -0.5687 -4.2378 5.6240
H 5.9750 -0.2387 -5.3849
H -5.9888 1.1721 1.7115
H -3.1601 -0.4687 -0.2232
H -0.5232 5.0487 -2.7783
O 0.4061 -0.4627 -2.8976
H -2.4961 -4.0539 -0.4161
H 2.6617 2.3932 -0.4776
H -1.5593 0.5075 -1.5686
H 2.9568 4.0265 -1.0710
H 6.1133 -0.4127 -3.6331
C -0.8829 -3.3682 1.2289
H 4.9006 2.4435 -1.4306
H 0.8834 -2.4888 -0.1646
Cl -1.1367 4.4002 0.8053
H -1.8125 4.1310 -1.9963
H -4.7471 1.3466 0.3901
H 4.0039 1.3162 -5.0424
H -5.7978 -1.1448 1.2455
H -0.2712 -5.2859 5.5976
C -4.8019 -0.6575 1.2646
Cl -2.2810 -4.1993 6.1180
Cl 0.0254 -1.7216 6.5204
C 3.2641 3.2886 -0.3328
C -0.7746 4.4471 -1.9045
H -1.0982 6.1911 -0.7057
Cl 3.8955 1.1898 -2.6902
H 0.5050 5.4804 -0.4996
H -4.7741 -0.8444 -0.8743
H 1.3640 -3.6343 6.3150
Cl 0.2537 2.9940 -1.9641
H -1.4452 -1.4129 0.6683
H 3.7218 -0.3278 -4.4682
O 1.7639 0.0260 -0.8378
Cl 6.7986 1.7146 -4.3852
H -0.5007 -3.8397 4.6134
Cl 2.8596 3.9249 1.2851
N -0.5584 -4.1956 1.9075
N -3.8033 -2.5337 0.0418
H 0.0308 -2.9877 -1.6216
H -4.2239 -1.0647 2.1187
C -1.2552 -2.3644 0.1327
C 4.7266 2.9486 -0.4683
C 0.3184 -3.4784 6.5807
C -0.5498 5.2508 -0.6458
H -3.9243 -2.8937 0.9825
C -2.5500 -2.9524 -0.5541
P 0.3265 -0.5254 -1.4332
C 4.3139 0.5740 -4.3092
O -0.8292 0.5262 -0.9267
C 0.0019 -2.2442 -0.8023
C -2.5755 -2.7018 -2.0602
H -4.2447 1.3377 2.0854
C -4.0623 -1.0932 -0.0532
```

Computed properties:
HOMO-LUMO gap = 9.97 eV
SMILES = CCCN[C@@H](C#N)[C@@H](C#N)CP(=O)(O)O.ClCCCl.ClCCCl.ClCCCl.ClCCCl
Energy = -137161.046 eV
Multiplicity = 1
Largest force on an atom = 5.7 eV/A
Lowest unoccupied orbital energy = -0.12 eV
HOMO level = -10.0955 eV

=====

No. 2
Formula: C16H30F18MgN3O17S6
Source: OMol25
Level of theory: ωB97M-V with the def2-TZVPD basis set

Structure (XYZ):
```
91
Properties=species:S:1:pos:R:3
H 4.8606 -5.8082 0.8597
C 3.9533 -4.4385 -0.5449
O -5.8713 0.1236 -0.5058
O -3.6721 -0.4103 3.3652
O -1.5857 -1.3982 1.1099
H 2.4808 -4.6746 -1.6254
H -4.5626 0.7933 2.0096
F -5.6472 3.3556 -3.1622
H 4.4068 2.3174 -3.1519
H 4.8463 -4.3402 -1.1622
H -2.9943 3.5490 3.3776
F 2.0018 1.3233 4.2532
H 1.7710 -0.7213 -5.7263
F 0.6370 -2.2873 2.1553
O 1.2125 -0.3113 -3.7572
F -8.1045 -1.7400 -0.4944
H 2.1505 -0.1904 -3.5930
O 0.9112 1.3737 -1.3065
C 0.8661 1.2742 -5.4977
H -6.5261 -1.0135 1.6588
F -4.7769 2.2429 -1.4921
C -1.4926 2.4595 4.6642
O 7.2610 1.1118 4.8708
H -3.3142 0.4481 3.6031
O 2.9045 -5.3021 -1.0353
O -7.5412 0.9649 -2.3355
C -2.0965 2.9351 3.3059
C 2.8193 2.2179 3.6504
C 4.3234 -4.8600 0.8825
C 0.7441 -2.7153 0.8602
H -2.3025 2.0590 2.6911
O -4.4826 -1.7987 -1.2512
H 3.4967 2.6092 -1.6219
S 3.9643 1.0941 2.5058
S -5.6423 -0.9816 -1.4735
O -1.4294 -3.0669 -0.6648
C -1.6257 1.2953 -0.6760
N -5.5037 -0.4736 -3.1891
H -1.8454 1.1267 5.9802
F 0.6698 -4.0122 0.8164
N -0.1195 -0.9026 -1.2560
H 4.8307 0.1435 -3.8645
O 6.1694 2.8882 3.5433
C 4.0509 0.4836 -2.0955
O -6.6159 1.0868 -4.5999
H 1.6783 1.7692 -4.9654
O 4.6188 1.9883 1.5726
Mg -0.1865 -1.4984 -2.9526
C 0.9891 -0.2637 -5.1202
H -0.5862 1.8865 4.4688
F 1.9279 -2.2318 0.3478
H 2.7232 2.0452 -3.0535
F 6.6202 0.2636 1.3803
F -2.3857 1.1619 0.5199
H -0.0105 1.8518 -5.2043
C -5.0664 2.2860 -2.7813
H 4.9834 -4.0714 1.2439
H 1.0300 1.4421 -6.5622
O 3.1518 0.0625 1.8553
S -6.3564 0.8560 -3.2074
N 4.9295 0.5515 3.7200
F -7.7463 -2.1757 -2.6911
C -4.4396 -0.2836 2.1251
H 3.3846 0.0122 -1.3730
H -3.9078 -0.6400 1.2429
F 2.2065 3.0880 2.8416
F 8.0947 1.7813 1.5417
H 3.5398 -3.4324 -0.6144
H 0.0822 -0.7188 -5.5183
H 3.5191 -4.8271 1.6174
H 5.0283 0.6471 -1.6417
O 0.3824 0.4624 0.8698
C 3.6402 1.9437 -2.4731
S 0.0608 0.4582 -0.5371
F -2.3441 0.6979 -1.6644
H -1.2741 3.2965 5.3273
S -0.7899 -1.9777 0.0083
S 6.4160 1.5045 3.7320
F -1.4352 2.6152 -0.8265
F 8.2918 -0.1358 2.7229
H -5.6649 -1.9893 2.7091
F -3.9574 2.1757 -3.5228
H -1.4060 3.5627 2.7425
C 7.4812 0.8455 2.2592
H -6.3863 -0.4725 3.3104
F 3.4458 2.8322 4.5859
C -7.1739 -2.0926 -1.4436
O -2.3253 1.4930 5.2338
F -6.8506 -3.3602 -1.2109
C -5.8303 -0.9336 2.4941
O 4.3177 -0.3058 -3.1888
```

Computed properties:
HOMO-LUMO gap = 4.31 eV
Total charge = -1
Energy = -175719.185 eV
Multiplicity = 1
Largest force on an atom = 8.1 eV/A
Lowest unoccupied orbital energy = -2.72 eV
HOMO level = -7.0344 eV

=====

No. 3
Formula: C16H30F3MoNO4P2S
Source: OMol25
Level of theory: ωB97M-V with the def2-TZVPD basis set

Structure (XYZ):
```
58
Properties=species:S:1:pos:R:3
H -0.4070 -3.7955 -4.2254
H 1.6254 3.3773 2.8988
Mo -0.3803 0.6516 0.0867
C 1.3387 2.3073 2.7998
C -0.6090 -2.1599 -2.8373
C -1.6744 -2.6352 0.7620
H -0.6857 -3.0224 0.4644
H -0.2161 0.4568 1.7211
H 3.4180 2.6677 -2.1306
C -0.6847 -1.6302 3.2128
C -1.4157 -1.1027 -2.3647
H -0.6435 2.8964 -2.6989
H -2.1804 -3.3880 1.3976
C -1.1773 2.7659 2.5468
C 3.3762 -1.4223 2.9420
O 3.7775 -1.8198 0.3549
H -1.9500 1.9740 2.6824
H 0.3369 3.9161 -1.6106
H 0.2086 -2.2212 2.9870
C -3.1129 -1.7144 -4.0184
C -2.6657 -0.8886 -2.9785
H 1.2105 1.8949 3.8287
S 2.9581 -1.0248 1.1862
F 2.6658 -0.5940 3.7766
F 2.9362 -2.6987 3.1637
H 2.0323 -0.1764 -2.8912
H -4.1044 -1.5501 -4.4766
H -0.9737 3.1966 3.5640
H -3.5958 -1.2930 2.8107
O 3.2474 0.4604 1.1296
P 1.1892 1.7064 -1.6728
H 0.5943 0.4737 -3.6540
N -1.0158 -0.4079 -1.2971
O 1.5461 -1.3529 1.2524
H -0.3794 -0.7309 3.7549
F 4.6795 -1.3319 3.2731
H -3.1421 0.4014 2.5766
H -2.6073 -3.4214 -5.3018
O 0.3452 2.8750 0.6817
H 0.3153 -2.3455 -2.2761
C -2.2939 -2.7654 -4.4705
H 2.1781 1.7690 2.3267
H 3.3564 1.5088 -0.7022
C -3.1522 -0.5821 2.1022
H -1.6957 3.4991 1.8842
H 0.9520 3.5448 -3.2631
C 1.5344 0.7423 -3.1808
C 0.3842 3.1530 -2.4001
H 2.1738 1.2976 -3.8724
H -3.3335 -0.1151 -2.5594
H 2.6963 3.1722 -0.5318
P -1.4387 -1.0518 1.6668
C 2.8407 2.3325 -1.2368
H -3.7627 -0.5070 1.1938
C -1.0487 -2.9871 -3.8893
H -1.4226 -2.1907 3.7970
C 0.1227 2.3443 1.8646
H -2.2708 -2.4583 -0.1495
```

Computed properties:
HOMO-LUMO gap (spin up / spin down) = 6.38 / 6.27 eV
Energy relative to the best compared isomer or geometry (same formula, charge and spin) = 11.9 kJ/mol
Energy = -66177.419 eV
Multiplicity = 3
Largest force on an atom = 4.3 eV/A
Lowest unoccupied orbital energy (spin up / spin down) = -0.75 / -1.08 eV
HOMO level (spin up / spin down) = -7.1285 / -7.3558 eV

=====

No. 4
Formula: C16H30F3NaO18S
Source: OMol25
Level of theory: ωB97M-V with the def2-TZVPD basis set

Structure (XYZ):
```
69
Properties=species:S:1:pos:R:3
H -2.7671 -1.8005 0.4582
H 3.7262 -3.2089 -1.4428
O 4.0042 -1.3237 -2.3116
H 3.8714 -0.5950 1.5837
C 4.2107 -2.2449 -1.2644
H 5.2721 -2.4645 -1.1761
O -1.1346 -0.3387 1.9250
C -2.9854 -2.2563 1.4240
H 0.1214 2.1640 2.5381
H 2.4856 5.2021 -0.9119
O 0.6920 -4.3820 1.0251
C -0.0600 -3.7056 0.1572
H -2.7569 2.7790 -0.6108
H -4.1490 -0.2144 4.3255
O 2.9025 0.2265 -3.2885
Na -0.0607 0.0531 -0.2637
O 0.1317 -2.5880 -0.2067
C 2.9440 -0.5221 -2.2169
H 0.5875 3.8501 2.8523
H -3.6921 1.4493 4.7811
O -1.0730 -4.5068 -0.1467
H 1.3855 -2.6822 1.9698
C 0.7833 2.8114 3.1163
H 2.2787 -4.1425 2.3798
H -1.5178 -4.4748 -2.1533
H -3.9361 -2.7710 1.3157
H 1.7255 1.7996 -2.6030
O -1.2627 -0.2006 -3.7906
H -2.2126 -2.9372 1.7682
C 1.7815 1.1154 -3.4462
H -2.9171 -4.5036 -1.0192
H 2.0050 1.7126 -4.3256
O 2.1486 2.4851 2.9247
H 4.0064 0.4235 0.1443
F -3.9160 0.4412 -4.6208
C -3.8196 0.3596 -3.3006
C -1.9254 -4.1006 -1.2159
O 1.6010 1.0826 1.2450
H 2.5528 -3.4914 0.8409
O -2.7236 -2.0247 -3.1410
C -0.2057 3.4860 -0.5653
S -2.2995 -0.6591 -2.8799
C 2.4154 1.5995 1.9444
H 1.7764 4.3316 -2.3009
H 0.8666 0.5373 -3.5625
O 3.7186 1.4343 1.9630
O -1.1127 3.6588 0.3779
F -3.6984 1.6003 -2.8394
H -1.9120 1.7471 0.6033
C 1.7533 -3.6277 1.5739
C -3.7764 0.7384 3.9640
H 5.3291 0.4304 1.2891
H -2.8844 3.1287 1.1096
O -1.9980 -0.3047 -1.4879
H -4.4902 1.1661 3.2588
C 1.8316 4.3907 -1.2159
O -3.1606 -1.2058 2.3862
C -2.2170 2.7564 0.3331
O 2.1168 -0.5115 -1.3333
H 2.2677 3.4706 -0.8185
O 0.5505 4.5616 -0.6189
H 3.8083 -1.8759 -0.3211
O -2.4921 0.6577 3.3512
H -2.0194 -3.0198 -1.2877
C -2.2019 -0.3100 2.4910
O -0.1461 2.5401 -1.2921
F -4.9066 -0.2100 -2.8115
C 4.2490 0.3536 1.2048
H 0.5299 2.6603 4.1660
```

Computed properties:
HOMO-LUMO gap = 9.23 eV
Energy relative to the best compared isomer or geometry (same formula, charge and spin) = 39.3 kJ/mol
Energy = -77340.571 eV
Multiplicity = 1
Largest force on an atom = 2.0 eV/A
Lowest unoccupied orbital energy = 0.08 eV
HOMO level = -9.1523 eV

=====

No. 5
Formula: C16H30N3O3S
Source: OMol25
Level of theory: ωB97M-V with the def2-TZVPD basis set

Structure (XYZ):
```
53
Properties=species:S:1:pos:R:3
H -3.5066 4.5197 0.0333
H -0.6001 -6.7429 3.1246
C -2.6435 4.1752 -0.6482
H 1.9090 -3.4651 0.4577
H 0.1978 6.2166 -1.7338
C 0.9325 -5.1899 3.1847
N -1.6065 0.4070 -3.6007
H 0.8273 -2.3916 3.1270
H 1.3713 3.9094 -0.1368
H -1.3366 5.7022 -2.6604
H -0.4563 -6.0657 0.9701
H 1.8860 -1.4964 2.0419
H 2.2299 5.2575 -2.4302
C 2.1779 3.5356 -0.8711
H -0.0667 3.8522 -3.5492
O 0.7245 1.9422 1.2688
H -2.3393 -4.6639 0.9823
S -2.3832 2.3638 -0.1858
H 2.2355 3.4692 -3.1084
H 2.7491 -3.6972 1.9586
H 1.9345 -5.1190 3.6220
H -3.5682 0.9399 -4.7394
C 0.4404 -6.6110 3.4323
H -0.0081 -4.7463 -0.0508
H 1.6785 1.6068 -1.8763
C 1.8292 4.1983 -2.3078
H 3.2032 1.5020 -0.7825
N 1.0147 -4.8326 1.7743
H 3.1714 3.9560 -0.5010
C 2.1407 1.9259 -0.8670
H 0.2910 -1.9614 1.4907
O 0.9009 -0.0443 0.1638
H 1.0567 -7.3411 2.9004
N -1.1383 0.7130 -2.3499
H -1.6477 6.0668 0.0071
C -0.5645 5.3791 -1.8626
C -2.2151 1.5050 -1.8193
H -2.9869 4.2511 -1.7344
H 0.4944 -6.8409 4.5002
C -0.2093 -4.9971 0.9966
C 0.2100 4.1060 -2.4626
O -3.3134 1.6942 -2.6882
H 0.2965 -4.4923 3.7444
C 1.7437 -3.5855 1.5336
H -0.1026 3.2012 -1.8329
H -1.6021 -4.2886 2.5362
C -1.4502 -4.2344 1.4554
C -1.3127 5.0671 -0.4674
C 1.1966 1.3056 0.2690
H -0.6295 4.5384 0.2857
H -1.4120 -3.1855 1.1614
C 1.1412 -2.2951 2.0839
C -2.8844 0.9805 -3.8394
```

Computed properties:
HOMO-LUMO gap = 6.49 eV
Total charge = -1
Energy = -38523.292 eV
Multiplicity = 1
Largest force on an atom = 6.6 eV/A
Lowest unoccupied orbital energy = 2.72 eV
HOMO level = -3.7664 eV

=====

No. 6
Formula: C16H30O9S3
Source: OMol25
Level of theory: ωB97M-V with the def2-TZVPD basis set

Structure (XYZ):
```
58
Properties=species:S:1:pos:R:3
H 4.2672 4.4859 -1.4823
C 3.2234 4.4047 -1.7938
C -1.4695 -4.2467 4.5101
C 0.5146 0.0154 -4.9035
C 2.3066 4.6792 -0.6068
H -2.7819 -5.9635 4.5516
H -0.2515 2.1041 4.3282
C -1.1972 -4.2907 3.0107
C 0.8664 -0.4240 2.6399
H 3.6534 2.5956 -2.9442
H -0.5096 0.4934 -0.1926
C -0.1386 -0.6517 1.5672
H -2.8822 -0.3237 -5.2960
H -4.2691 -3.3633 4.0267
H -0.9748 -5.3019 2.6709
O -2.7704 -2.3716 2.1363
C 2.9155 2.9671 -2.2341
S -0.0475 1.2249 -3.6953
C -1.9333 0.2011 -5.1991
H 2.6169 5.5204 0.0088
S 2.3926 3.1806 0.3691
C -2.8522 -4.8851 4.7065
H 0.9753 0.5659 -5.7216
H -0.8829 -1.6239 -4.7187
H -2.3658 1.7458 -3.6856
H 2.1652 1.2866 -1.0443
O 3.4723 3.2988 1.3195
O 1.7351 2.1305 3.9219
H 3.0556 5.1204 -2.5973
H 2.0761 2.6582 3.1857
O 0.1757 2.5507 -4.2180
H 1.9414 2.9358 -2.7253
H 1.1481 -0.3723 -0.0689
H -1.0330 -1.2387 1.7688
C 2.8859 2.0965 -0.9732
H -0.4174 -3.6060 2.6825
H -1.4857 -3.2102 4.8537
C 0.4488 1.7018 3.5919
C 0.1660 -0.1592 0.3492
H -4.5483 -4.9693 3.3098
O -3.0423 -4.6511 1.1352
C -1.7887 0.8339 -3.8192
O 0.4381 0.8713 -2.3839
H 0.1830 2.0819 2.6049
H -3.2316 -4.7231 5.7142
O 1.0703 2.8262 0.8343
O 2.0035 -0.7604 2.6353
C -0.7370 -0.7483 -5.3536
H -0.6964 -4.7723 5.0679
H 1.2708 4.8035 -0.9220
H 1.2517 -0.6275 -4.4288
H -2.0196 0.1233 -3.0254
H -1.8961 0.9752 -5.9686
H -0.6300 -1.1007 -6.3782
O 0.3111 0.2848 3.6706
H 3.8688 1.7025 -0.7203
C -3.7930 -4.2714 3.6620
S -2.7537 -3.8092 2.2671
```

Computed properties:
HOMO-LUMO gap = 8.58 eV
Energy relative to the best compared isomer or geometry (same formula, charge and spin) = 0.0 kJ/mol
SMILES = O=S1(=O)CCCC1.O=S1(=O)CCCC1.O=S1(=O)CCCC1.C=CC(=O)OCO
Energy = -68008.418 eV
Multiplicity = 1
Largest force on an atom = 1.9 eV/A
Lowest unoccupied orbital energy = 0.44 eV
HOMO level = -8.1354 eV

=====

No. 7
Formula: C16H31BClNO6P2S
Source: OMol25
Level of theory: ωB97M-V with the def2-TZVPD basis set

Structure (XYZ):
```
59
Properties=species:S:1:pos:R:3
C -3.8510 -0.3985 -1.0022
O -5.4154 -2.4329 -2.0678
H -1.3239 0.7219 0.4976
N -0.9394 0.1197 -2.1909
H 0.0644 -2.1239 3.2971
C -0.3188 -1.7181 2.2553
H -0.8164 0.3591 3.0500
H -3.3578 3.6980 -1.3409
H -2.9700 2.9101 0.3314
O -1.9032 -1.6437 -0.5447
H -2.2226 -0.8589 3.3497
H 4.9946 0.0715 2.1956
Cl -5.4987 -1.7398 2.3128
H -5.0485 -4.0003 0.6775
O -3.1488 -0.7306 -2.2715
C 5.8333 0.0607 0.0727
C -3.7109 2.0846 -3.8869
H 2.3667 -2.6092 2.4540
C -2.9549 -0.9370 0.2603
O -4.1091 -3.7540 0.3759
H -1.4024 -1.9704 -2.7138
H 0.9183 -1.6518 0.2164
S 2.0462 -0.4575 -2.6471
C -1.4221 -0.5277 2.5285
H 7.5832 1.6780 -0.0123
H -2.8516 1.2879 -3.9004
C -3.0424 2.6787 -0.8372
H 0.8401 -0.0377 1.2413
H 7.7150 0.3557 1.4380
H 6.2558 -1.0299 -0.0402
P -3.6792 -2.3701 1.3633
C 0.4044 -0.1492 -2.2898
C 0.9682 -1.2099 1.3164
H 2.6412 -0.7603 2.9452
H -5.7839 2.5218 -3.0312
C -2.0929 0.1127 1.1776
C 6.9948 1.0081 0.7798
H 6.4459 1.7709 1.4928
C 4.5381 0.0144 1.1063
H -5.4061 0.6251 -3.3632
H -3.2242 3.1086 -3.5877
H 5.5620 0.4704 -0.9974
H 8.9252 2.9782 1.9200
H 3.8377 0.9523 0.9863
H 7.9728 4.1626 2.0670
O -6.4331 -0.7580 -0.6705
C -5.2854 -1.2255 -1.2357
H -4.0935 2.1911 -5.0057
H -2.8703 0.9377 1.5531
H -1.9903 2.3376 -1.2190
P -4.4513 1.4112 -1.0681
H 3.4743 -1.7339 -0.0783
B -1.7636 -1.1321 -1.9526
C 3.7071 -1.4278 1.0312
H 4.4824 -2.2410 1.4343
O 8.2028 3.4380 1.4664
C 2.4160 -1.4901 2.0458
C -4.9974 1.6561 -2.9226
H -0.8114 -2.6027 1.6379
```

Computed properties:
HOMO-LUMO gap = 4.13 eV
Energy relative to the best compared isomer or geometry (same formula, charge and spin) = 962.4 kJ/mol
Total charge = -2
Energy = -73475.394 eV
Multiplicity = 1
Largest force on an atom = 12.3 eV/A
Lowest unoccupied orbital energy = 3.07 eV
HOMO level = -1.0574 eV